Model A:
Below is C41H43CaN7O6S as an isolated structure, with properties calculated with ωB97M-V/def2-TZVPD.

CARTESIAN COORDINATES (ANGSTROEM)
H  2.1696  1.6997  2.1562
H  0.1187  -1.0515  2.0351
H  0.3231  5.7430  0.0575
C  -1.3106  0.3316  -5.4738
C  -3.2753  1.2414  -1.9143
H  -4.4500  -4.8033  -0.7728
H  -2.9465  -5.4540  -0.1006
H  -4.9609  1.7326  2.1825
H  -0.1679  -4.6111  -1.8145
C  -1.4458  4.5790  -1.5342
C  0.3442  -3.3916  0.5583
H  -0.7623  0.0739  -6.3696
H  3.1431  0.0213  -0.0352
C  3.8980  0.2439  -0.7779
N  -1.1699  -2.1049  -0.7935
C  -4.0187  -2.1656  0.0287
C  -0.3926  -3.9406  2.7930
O  8.4963  1.6243  -1.1308
N  -1.1981  -0.3768  3.5219
C  5.8200  0.9080  -2.6589
C  -3.1202  1.4263  -4.3685
O  8.0277  -0.3126  0.3019
N  -1.4295  -0.0162  1.2302
H  4.1659  1.4488  -3.9223
C  -0.8830  -0.0952  -4.2229
C  -4.8564  1.4512  4.3188
H  -1.7165  4.4832  -2.5843
H  -1.0361  5.5674  -1.3520
C  1.5856  -2.4814  -1.4773
O  8.4758  -0.6287  -2.0917
O  0.7217  1.2284  0.1476
H  3.1122  2.2534  4.2108
H  5.5825  -0.2802  0.4667
C  6.2005  0.4344  -1.4212
H  1.9666  -1.6395  -0.9071
C  -1.7086  -3.7697  2.3745
C  0.7826  -4.8685  -1.3479
C  -4.3839  1.3742  3.0196
C  -0.4881  3.4468  -1.1730
C  4.4781  1.0576  -2.9608
C  0.9377  2.4025  0.5666
H  -5.8325  1.8767  4.5117
C  -0.9713  -2.8607  0.2165
C  -2.8432  0.4041  5.1216
N  -2.7261  0.8502  -0.7979
C  2.1104  3.8361  2.1782
C  -2.0258  -3.3105  1.1180
H  -2.5161  -4.0377  3.0520
H  1.9615  1.4086  -3.1468
H  1.8629  5.9553  1.9360
H  0.0228  -0.6856  -4.1287
H  -4.9569  -2.3550  -0.4928
C  -2.6288  0.9350  -3.1340
C  0.7074  4.8416  0.5167
H  -3.2999  -1.7423  -0.6718
C  -3.4332  -4.5534  -0.4735
H  2.2795  -3.9697  -0.1049
C  1.5657  4.9836  1.5719
H  -2.8176  1.5024  -6.4854
C  0.6076  -3.8371  1.8299
C  5.2428  0.1039  -0.4849
C  1.7717  2.5965  1.7086
H  -2.3469  4.4575  -0.9319
C  3.7333  2.9863  3.6879
C  1.3255  -3.6651  -0.5551
Ca  -0.7174  0.0569  -0.9183
C  -4.0794  1.0030  5.3714
H  -4.4318  1.0871  6.3907
C  -2.4631  1.1238  -5.5330
H  -2.2373  0.0479  5.9459
C  -2.6169  0.6514  1.4081
H  0.6531  -2.1796  -1.9553
H  4.2631  2.4925  2.8707
C  -2.3924  0.2656  3.8196
C  3.4951  0.7170  -2.0285
H  -2.8816  -4.2043  -1.3409
C  -0.7940  -0.5042  2.2178
H  -4.1914  -1.4387  0.8195
H  -4.0091  2.0459  -4.3696
N  2.1525  0.7792  -2.3773
H  -0.1624  -4.2586  3.8010
S  7.9592  0.2612  -1.0456
H  -4.0766  -3.8026  1.4234
C  -3.4374  -3.4551  0.5980
H  1.4845  -5.1820  -2.1214
N  -1.5056  0.1742  -3.0959
C  -3.1444  0.7876  2.7429
H  0.6125  -5.7104  -0.6753
N  -3.2911  1.1195  0.3680
H  -4.2093  1.8112  -1.9359
H  6.5902  1.1456  -3.3779
H  4.4533  3.4117  4.3844
H  -0.7125  -0.8893  4.2437
H  2.3184  -2.7368  -2.2418
H  1.5140  0.9295  -1.6001
O  2.9698  4.0697  3.2209
O  -0.5201  2.4326  -1.8664
H  1.6187  -4.1453  2.0764
C  0.3711  3.5907  -0.0251

The LUMO energy (spin up / spin down) is 3.858 / 3.862 eV. As for the total charge: -2.

=====

Model B:
Below is C41H43CaN7O6S as an isolated structure, with properties calculated with ωB97M-V/def2-TZVPD.

CARTESIAN COORDINATES (ANGSTROEM)
H  -1.0005  1.9019  -4.7471
H  1.0624  -7.1704  -1.9073
H  -1.4117  3.7610  4.8051
C  0.5762  0.6754  2.9188
O  -0.4707  2.8273  -6.5658
H  0.9389  3.4538  -1.3634
H  1.9221  -2.8454  2.3847
C  -2.4504  -1.2888  3.9685
H  0.4553  3.9597  3.4601
C  1.9529  0.9978  -3.4650
H  1.9682  1.1414  -5.6109
O  1.8298  3.3555  -7.1947
C  1.9773  -4.1090  -0.7714
S  0.7353  3.6130  -6.2697
H  -0.4182  4.0745  1.1700
C  2.0381  -5.4520  -1.0412
H  -1.7407  4.1449  -5.0371
H  1.5790  -0.1810  5.7636
O  -1.9171  -2.3114  -1.4778
H  -2.6786  6.1887  -4.0038
C  -2.5961  5.2828  -3.4162
C  -1.5424  -3.3573  -2.0152
C  -0.1317  -5.3902  -2.0328
C  1.6206  1.6328  -2.2599
H  -1.6069  4.6193  2.3662
N  -2.1274  1.7381  0.1686
N  1.7069  0.9224  -1.0795
H  -1.3886  -3.8385  1.3089
N  -1.4046  1.8193  -3.8194
C  0.9772  -6.1132  -1.6975
C  -2.4887  -3.9763  -3.0250
C  -2.0784  4.1392  -4.0054
C  2.9634  0.4067  2.5779
C  -2.9676  5.2653  -2.0757
H  0.6162  4.6078  -3.5534
C  1.9742  -1.3429  3.9647
O  3.0998  -6.2437  -0.7221
H  3.0517  -1.3224  4.1551
C  4.1651  -5.6330  -0.0176
Ca  -0.8105  -1.0143  -0.1711
H  -1.9489  2.2369  4.0857
H  -0.6718  -0.0948  -3.5757
H  -2.6775  1.1883  2.6302
N  -1.6297  0.6760  0.8313
H  4.6360  -4.8453  -0.6107
C  -1.0712  2.8261  4.3495
C  -1.6906  -3.1196  2.0734
N  -1.3490  0.6371  -1.7888
O  0.8296  -2.0793  -0.8562
C  1.7638  -0.1180  3.0607
C  -2.3379  -3.5781  3.1907
C  -2.2509  2.9640  -1.8833
C  1.2520  2.9373  -4.7028
C  1.1935  2.9582  -2.2947
N  -1.3433  -1.8532  1.8158
C  1.9972  2.5291  2.2385
H  -3.1116  -4.7262  -2.5316
N  -0.7430  0.3067  3.1424
H  2.2652  -3.4704  4.0140
C  -1.6698  -0.8353  2.7850
C  -2.7340  -2.5906  4.1536
C  1.7615  1.6412  -4.6720
H  1.6763  -0.0816  -1.1876
H  3.8219  -5.2069  0.9281
C  1.6758  -2.7431  3.4442
C  -1.9355  1.7536  -1.1130
H  -3.1382  -3.1850  -3.3927
H  -3.0543  4.0941  -0.2688
C  -1.1189  0.7423  -3.0489
C  -1.0529  3.7490  1.9983
H  1.1456  1.2648  -0.3108
C  1.0076  3.5993  -3.5108
H  0.6394  -2.9953  3.5756
H  -3.2833  -2.8980  5.0396
H  -1.7625  3.0266  1.5924
H  1.5497  -1.9404  6.0042
C  -1.9245  2.9911  -3.2421
H  -2.5651  -4.6271  3.3177
C  0.7698  2.0650  2.6939
H  -0.5056  2.2623  5.0933
H  4.0179  2.0505  1.6721
H  3.8476  -0.2214  2.6353
C  1.2820  -1.1332  5.3156
H  -3.3749  6.1562  -1.6122
O  0.4628  5.0208  -6.0172
C  3.0860  1.6928  2.0906
H  -1.9656  -4.4439  -3.8570
H  -0.9474  -5.9023  -2.5283
H  2.1043  3.5902  2.0317
H  4.8905  -6.4189  0.1792
C  -2.7927  4.1165  -1.3186
C  -0.2787  -4.0216  -1.7233
H  0.1997  -1.1332  5.1991
H  2.3103  -0.0270  -3.4345
C  0.8228  -3.3356  -1.0934
H  2.7844  -3.5712  -0.2971
C  -0.2096  3.1559  3.1279
C  -1.8912  0.5548  2.2113
H  -2.7426  -0.5289  4.6847

The LUMO energy is 3.836 eV. As for the total charge: -2.

=====

Relative energy table, unit kcal/mol: model A 8.2; model B 0.0

=====

Model A:
Below is a 3-piece molecular cluster, C4H15NO3 overall, with properties calculated with ωB97M-V/def2-TZVPD.

CARTESIAN COORDINATES (ANGSTROEM)
H  -2.2667  1.5272  0.7477
H  1.8843  -0.5517  -0.1283
N  0.1612  0.0104  1.1669
H  -2.2399  -1.3177  -0.9684
C  -1.5897  1.3073  -0.1373
H  0.9385  1.6934  0.2414
H  2.0258  -0.7173  1.7101
O  2.5151  0.3090  -2.6111
H  1.8918  0.7605  -2.1136
H  -0.1862  -0.2352  -0.8469
C  1.3133  -0.8109  0.8702
H  1.0181  -1.8487  0.6268
H  -0.9194  2.1493  -0.2378
H  -2.6954  -0.9068  0.6541
H  -2.0688  1.2774  -1.1385
O  -1.4922  -2.4893  0.3645
H  -0.3794  -0.3161  2.0031
H  2.1807  -0.5463  -2.9697
H  -0.9444  -2.6025  1.1386
C  -0.8356  -0.1200  0.0310
C  -1.8700  -1.1447  0.0162
H  1.9979  2.1659  1.1790
O  1.5612  2.4066  0.4021

Its SMILES is CN[C@H](C)CO.O.O. The LUMO energy is 0.580 eV.

=====

Model B:
Below is a 4-piece molecular cluster, C4H15NO3 overall, with properties calculated with ωB97M-V/def2-TZVPD.

CARTESIAN COORDINATES (ANGSTROEM)
H  -2.1514  -1.2970  0.6703
C  0.9025  -0.3419  -0.6515
N  -1.2309  0.5852  0.0830
H  -1.3627  -2.4868  1.6114
H  0.5192  -0.9057  3.7038
H  2.6773  0.8213  -0.4702
O  0.7614  -0.0482  3.3324
H  1.4809  1.3205  0.6016
H  1.3384  -1.0862  -1.3098
O  -2.1336  -2.0975  1.2124
H  2.4374  -0.1742  0.9217
H  1.0971  2.5134  -2.1157
C  -0.4193  -0.2528  -0.7006
H  -0.7582  -0.7504  -2.7616
C  1.8932  0.4026  0.1738
H  -2.2719  -0.7151  -1.9182
H  -1.9010  1.0996  -0.4672
O  0.2141  2.5270  -1.7461
H  -1.0490  -2.0017  -1.6967
H  0.2192  2.6606  -0.7985
H  1.7241  -0.0554  3.3796
C  -1.2165  -0.9283  -1.7826
H  -0.7704  1.2108  0.7288

Its SMILES is C/C=C(/C)N.O.O.O. The LUMO energy is 0.524 eV.

=====

Model C:
Below is a 3-piece molecular cluster, C4H15NO3 overall, with properties calculated with ωB97M-V/def2-TZVPD.

CARTESIAN COORDINATES (ANGSTROEM)
H  -1.7322  -2.7970  -0.4608
H  -1.2723  0.5542  -1.3425
H  2.4545  2.1166  -0.1756
N  0.1709  -0.2222  0.3883
C  0.6686  0.7957  -0.5384
O  -0.4486  0.8367  2.4344
O  -2.4255  -2.7444  -1.1219
C  -0.9282  0.2300  1.2658
H  -0.2296  1.0080  -2.5169
H  -1.5598  0.9820  0.7844
C  1.4292  2.0102  0.1622
O  1.8738  -2.5358  0.1091
C  -0.4389  1.2493  -1.4823
H  0.6512  2.7777  0.0397
H  -0.7111  2.2799  -1.2651
H  1.2854  -3.1928  0.5115
H  0.8515  -0.5393  1.0673
H  1.6182  1.9238  1.2381
H  1.3247  -2.2176  -0.6149
H  -1.6537  -0.5650  1.5076
H  1.4576  0.3071  -1.1361
H  -0.2209  0.2356  3.1602
H  -2.1647  -2.4930  -2.0142

Its SMILES is CC(C)NCO.O.O. The LUMO energy is 0.428 eV.

=====

Relative energy table, unit kcal/mol: model A 13.7; model B 0.0; model C 8.4

=====

Model A:
Below is a 4-piece molecular cluster, C4H15NO3 overall, with properties calculated with ωB97M-V/def2-TZVPD.

CARTESIAN COORDINATES (ANGSTROEM)
H  0.5530  1.3628  0.6675
H  2.9433  -0.0487  -0.0864
H  -0.3373  2.2291  -0.4928
H  -2.6713  -0.6485  0.9183
N  0.4232  1.5798  -0.3185
H  -1.3745  -0.3641  1.7471
H  0.9866  -1.2922  -3.1137
H  1.7864  1.2763  2.7632
H  0.4799  -2.4917  -1.8819
O  -2.3360  -0.2231  1.7060
O  -2.7844  -0.1269  -1.1614
H  -3.0620  0.2725  -0.3390
O  0.8606  1.4923  2.9068
C  2.1174  -0.7457  0.1030
H  1.6503  -0.5190  1.0595
H  2.1847  -2.0861  -2.0831
H  -2.1025  -0.7856  -0.9366
C  1.0940  -0.6390  -1.0182
H  0.4452  0.6286  3.0736
C  0.2493  0.3997  -1.0851
H  -0.4295  0.4892  -1.9240
C  1.1729  -1.6785  -2.1163
H  2.5518  -1.7408  0.1231

Its SMILES is CC(C)=CN.O.O.O. The LUMO energy is 0.269 eV.

=====

Model B:
Below is a 4-piece molecular cluster, C4H15NO3 overall, with properties calculated with ωB97M-V/def2-TZVPD.

CARTESIAN COORDINATES (ANGSTROEM)
O  0.9061  -3.7862  1.9332
N  0.7240  -0.7079  0.1031
H  -0.2777  1.6204  0.7093
H  -0.9235  0.5894  1.7949
H  1.0607  2.6469  3.3818
C  -1.4312  -0.9755  -0.9101
H  -2.4525  -0.6856  -1.1163
H  0.9240  -2.9130  1.5302
C  -1.0566  -2.2136  -1.7067
H  -1.0502  -3.0685  -1.0327
H  1.2707  0.0052  0.5538
O  0.6621  3.0237  4.1737
C  -1.0065  0.8329  0.7571
H  -1.9857  1.2863  0.6296
H  1.1965  -1.1278  -0.6843
H  -1.6323  -2.3789  -2.5987
H  1.2105  2.6588  4.8776
C  -0.6065  -0.2933  -0.1262
H  0.0009  -2.1117  -1.9593
H  1.8313  3.7181  -4.2417
H  -0.0001  -4.0992  1.8759
H  0.7650  2.6688  -4.1559
O  0.9410  3.5299  -4.5636

Its SMILES is C/C=C(/C)N.O.O.O. The LUMO energy is 0.294 eV.

=====

Relative energy table, unit kcal/mol: model A 5.3; model B 0.0

=====

Model A:
Below is CHBrINO2 as an isolated structure, with properties calculated with ωB97M-V/def2-TZVPD.

CARTESIAN COORDINATES (ANGSTROEM)
C  0.5756  1.3153  -0.0027
O  2.1032  0.7174  -1.5122
N  0.9508  1.0992  -1.3540
O  0.1297  1.2855  -2.2288
H  -0.1489  -0.2261  0.1414
I  2.1950  1.4984  1.2564
Br  -0.7788  2.5255  0.0550

The LUMO energy is -1.446 eV.

=====

Model B:
Below is CHBrINO2 as an isolated structure, with properties calculated with ωB97M-V/def2-TZVPD.

CARTESIAN COORDINATES (ANGSTROEM)
O  -1.0893  1.1254  1.1216
N  -0.2747  0.2517  0.9562
I  2.1213  0.5340  -0.8223
Br  -0.3682  -1.9012  -1.0389
O  0.2307  -0.4956  1.7388
C  -0.0184  -0.1185  -0.5850
H  -0.6014  0.6042  -1.3703

The LUMO energy is -0.886 eV.

=====

Relative energy table, unit kcal/mol: model A 50.9; model B 0.0